A cluster of 2 separate species, C6H12O3 in total, computed with ωB97M-V/def2-TZVPD.

```
21
Properties=species:S:1:pos:R:3:forces:R:3:mulliken_charge:R:1
C -0.92847 -1.83357 -0.92951 0.31 0.16 0.31 -1.102
C -1.14590 -1.24205 0.23894 -0.43 -1.28 0.94 1.105
C -2.43897 -0.62892 0.66761 0.41 0.27 0.13 -1.339
O -0.22476 -1.54906 1.27887 -0.43 -0.14 -0.86 -0.252
O -0.22882 -0.62615 2.35878 -0.08 0.56 -0.11 -0.346
H 0.01960 -2.28623 -1.15913 0.18 -0.20 0.05 0.297
H -1.69836 -1.87865 -1.67612 -0.17 0.20 -0.13 0.263
H -2.90931 -1.22468 1.45390 0.02 -0.01 -0.02 0.345
H -3.11529 -0.56024 -0.17818 -0.02 -0.01 -0.07 0.354
H -2.24289 0.37241 1.04951 -0.14 -0.02 0.01 0.339
H -0.84637 -1.00582 3.00108 0.01 -0.24 -0.21 0.310
C 1.42726 2.43567 -1.06274 -0.41 0.10 0.12 -1.340
C 0.97294 1.15798 -0.40439 -0.20 0.30 -0.42 0.940
C 2.03724 0.11140 -0.23962 -0.15 -0.22 0.37 -1.081
O -0.18470 0.98817 -0.09610 0.48 0.51 0.12 -0.443
H 2.14333 2.92539 -0.41543 0.29 0.16 0.14 0.342
H 0.58826 3.10537 -1.23427 -0.05 -0.05 0.00 0.337
H 1.92073 2.21822 -2.00167 0.20 -0.07 -0.24 0.340
H 3.02295 0.56005 -0.14050 0.05 -0.01 -0.02 0.388
H 2.02882 -0.52193 -1.12862 0.03 0.01 -0.07 0.243
H 1.80273 -0.51737 0.61758 0.09 -0.01 -0.05 0.301
```
Positions in Å, forces in eV/Å.

For the HOMO energy, the calculation gives -8.53 eV. For the largest force on an atom, the calculation gives 0.032 hartree/bohr. The calculation puts the energy above the lowest of the compared OMol25 structures with the same formula, charge and spin at 105.0 kcal per mole. As for the orbital gap: 9.412 eV.

***

The molecule C6H12O3SSi, computed with ωB97M-V/def2-TZVPD.

```
23
Properties=species:S:1:pos:R:3:forces:R:3:mulliken_charge:R:1
C -1.45555 1.41387 2.59219 -0.14 -1.64 1.45 -1.174
C -0.00260 0.94410 2.24338 -0.72 0.05 2.19 -0.368
C 0.44299 1.69674 1.03088 0.13 -2.39 -2.02 -0.113
C 1.85161 1.36691 0.68031 -0.58 -0.70 -1.10 -0.209
O 2.24598 0.69043 -0.23755 -0.11 0.17 0.34 -0.426
S -0.63594 1.25795 -0.44154 -0.31 -0.29 -0.78 -0.310
Si -0.00642 -0.58736 -1.74337 0.09 2.90 1.90 0.449
C -0.76428 -0.80533 -3.26841 1.28 -1.59 -1.81 -0.312
O -1.26622 0.10267 -4.18150 -1.20 1.23 1.94 -0.472
O 0.38216 -1.73660 -0.69971 0.10 -1.37 0.44 -0.126
C 0.71361 -3.07758 -1.06067 0.61 -0.75 0.34 -0.706
H -2.18218 1.02897 1.84803 0.54 1.22 -0.10 0.353
H -1.42214 2.48870 2.87340 -0.56 -0.61 -0.70 0.310
H -1.87072 0.85685 3.49075 0.95 0.70 -0.54 0.339
H -0.00394 -0.14763 2.02836 0.32 0.67 0.52 0.234
H 0.66168 1.28251 3.15552 -0.94 -1.11 -1.66 0.296
H 0.43801 2.70515 1.34393 -0.46 1.61 -0.56 0.442
H 2.50234 1.82127 1.36982 1.69 0.59 1.16 0.376
H -0.23495 -1.62421 -3.86231 -0.92 0.62 0.99 0.228
H -1.82520 0.67946 -3.58548 0.68 -0.50 -1.53 0.339
H 1.01589 -3.13836 -2.09185 0.73 0.23 -0.51 0.297
H -0.14455 -3.77389 -1.08845 0.09 0.51 0.86 0.306
H 1.56040 -3.44464 -0.39571 -1.27 0.43 -0.80 0.248
```
Positions in Å, forces in eV/Å.

For the HOMO energy, the calculation gives -7.44 eV. For the largest force on an atom, the calculation gives 0.068 hartree/bohr. The calculation puts the energy above the lowest of the compared OMol25 structures with the same formula, charge and spin at 27.1 kcal per mole. As for the orbital gap: 7.841 eV.

***

A cluster of 2 separate species, C6H12O4 in total, computed with ωB97M-V/def2-TZVPD.

```
22
Properties=species:S:1:pos:R:3:forces:R:3:mulliken_charge:R:1
C 1.38029 -0.83666 -1.69223 0.38 -0.24 0.63 -0.945
C 2.57288 -1.78647 -1.35734 -0.89 -0.06 -0.15 -0.277
O 3.13962 -2.00029 -2.65445 1.65 -0.58 -0.78 -0.259
C 4.19359 -2.82563 -2.91455 0.27 -0.82 -3.62 0.198
O 4.67811 -2.93551 -4.06597 -1.68 0.86 4.10 -0.484
H 1.69851 0.10308 -2.17413 0.05 -0.49 0.24 0.323
H 0.81038 -0.58925 -0.78086 0.22 -0.12 -0.32 0.221
H 0.71660 -1.38033 -2.38545 0.28 0.28 0.29 0.288
H 3.33436 -1.43848 -0.63312 -0.47 0.21 -0.47 0.342
H 2.14655 -2.73156 -0.96940 0.30 0.29 -0.15 0.300
H 4.49701 -3.55425 -2.13691 -0.11 0.66 0.23 0.289
C -1.48310 1.85035 0.93780 0.76 1.06 0.06 -0.952
C -2.60805 1.28901 1.73647 -0.52 -1.61 0.38 -0.219
O -3.53027 2.32158 2.08095 -0.20 1.50 -0.96 -0.282
C -4.07986 2.38188 3.28449 -1.42 1.28 1.71 0.296
O -4.74600 3.31656 3.75957 2.18 -2.92 -1.90 -0.498
H -1.04387 2.58619 1.63222 0.30 -0.03 -0.64 0.296
H -1.78419 2.37378 0.01477 -0.06 -0.30 0.44 0.298
H -0.71256 1.10330 0.68322 -0.46 0.17 0.21 0.165
H -3.14260 0.48486 1.19513 0.05 0.42 0.26 0.279
H -2.19187 0.85119 2.66413 -0.26 0.07 -0.31 0.356
H -3.84553 1.41672 3.77563 -0.37 0.37 0.74 0.265
```
Positions in Å, forces in eV/Å.

For the HOMO energy, the calculation gives -10.65 eV. For the largest force on an atom, the calculation gives 0.088 hartree/bohr. The calculation puts the energy above the lowest of the compared OMol25 structures with the same formula, charge and spin at 45.2 kcal per mole. As for the orbital gap: 11.095 eV.

***

A structure of composition C6H12O6Zn2, computed with ωB97M-V/def2-TZVPD.

```
26
Properties=species:S:1:pos:R:3:forces:R:3:lowdin_spin:R:1
Zn -9.63053 -8.17449 -7.33330 0.21 -3.28 1.02 0.000
Zn -8.80322 -10.85913 -6.45698 -1.62 2.74 -0.89 0.018
C -13.12871 -10.73568 -7.17563 -1.26 -0.30 -0.68 0.001
C -11.70383 -10.26672 -7.26979 -1.34 0.85 1.87 0.002
O -10.85170 -11.07180 -6.89693 2.51 -2.06 0.12 0.014
O -11.49921 -9.03336 -7.36157 0.87 2.22 -1.25 0.000
H -13.26306 -11.72260 -7.61841 0.25 -0.10 0.34 0.000
H -13.93088 -10.13017 -7.59749 0.64 0.52 -0.50 0.000
H -13.43853 -10.74255 -6.13061 0.54 -0.38 0.22 0.000
C -6.38511 -13.97836 -5.54194 -0.62 1.81 -0.40 0.024
C -7.37197 -12.77980 -5.70045 5.75 -4.11 0.92 0.028
O -8.55392 -12.95612 -5.68040 -4.67 0.30 -0.38 0.509
O -7.02180 -11.58125 -5.76727 -0.09 1.18 -0.42 0.387
H -6.56777 -14.45842 -4.58055 0.19 0.19 0.04 -0.001
H -5.41742 -13.48610 -5.63872 0.28 -0.34 0.38 0.011
H -6.46246 -14.73231 -6.32532 -0.37 0.23 -0.10 0.001
C -9.35910 -8.70358 -4.15391 0.54 -0.86 0.18 0.001
O -9.01625 -9.00313 -5.46494 -0.47 0.11 -4.65 0.001
H -9.53680 -7.63917 -4.00040 0.35 -0.05 0.24 0.000
H -10.24276 -9.26055 -3.84242 -0.09 0.01 0.26 0.000
H -8.43769 -9.12797 -3.75518 -0.38 0.69 1.95 0.000
C -7.51518 -10.03587 -9.26676 0.41 0.13 0.57 0.001
O -8.37674 -9.72480 -8.18263 -1.41 0.32 1.52 0.003
H -7.41311 -11.11337 -9.39593 -0.38 -0.17 -0.10 0.000
H -7.85295 -9.59390 -10.20413 0.02 0.03 0.07 0.001
H -6.50942 -9.70529 -9.00745 0.13 0.32 -0.33 0.000
```
Positions in Å, forces in eV/Å.

For the HOMO energy (alpha / beta), the calculation gives -12.89 / -12.88 eV. For the largest force on an atom, the calculation gives 0.139 hartree/bohr. As for the total charge: +1. Its multiplicity is 2. As for the orbital gap (alpha / beta): 7.877 / 4.115 eV.

***

A cluster of 2 separate species, C6H12OS in total, computed with ωB97M-V/def2-TZVPD.

```
20
Properties=species:S:1:pos:R:3:forces:R:3:mulliken_charge:R:1
C 0.26309 -1.44447 0.41748 -0.57 0.91 -0.65 -0.724
C 0.28404 -0.52657 1.37818 0.55 0.56 1.22 0.922
C 0.72246 0.79655 -2.47072 -2.54 1.95 0.86 -0.280
C 0.30555 0.94081 1.10937 0.03 0.31 -1.44 -0.700
C 0.52049 -0.79921 2.87707 0.21 1.17 -1.09 -1.437
C -1.91900 0.78462 -1.97311 0.43 1.47 -1.78 -0.661
O 1.84631 0.29975 -2.69195 3.07 -2.40 -1.18 -0.118
S -0.63111 -0.19740 -2.74787 -0.01 -0.68 -0.81 -0.071
H 0.14060 -1.10497 -0.65439 0.25 -0.85 1.58 -0.089
H 0.26614 -2.48142 0.69353 0.10 -0.46 -0.25 0.308
H 0.26880 1.07198 -0.03838 1.18 0.39 1.77 0.049
H 1.14577 1.32953 1.78092 -0.81 0.17 -1.71 0.342
H -0.60488 1.48748 1.37255 -0.07 -0.33 0.66 0.248
H 1.58925 -0.78963 3.10488 0.22 -1.34 -0.37 0.329
H -0.08858 -1.64175 3.14522 0.29 -0.43 0.85 0.384
H 0.36550 0.11109 3.47173 -1.30 -0.24 -0.13 0.348
H -2.80724 0.63286 -2.63575 0.55 0.36 0.77 0.365
H -1.49320 1.90083 -2.09995 -1.26 -2.52 1.05 0.281
H -2.06492 0.28384 -1.01416 -0.17 0.98 0.23 0.221
H 1.89093 -0.65393 -3.02464 -0.16 1.00 0.39 0.285
```
Positions in Å, forces in eV/Å.

For the HOMO energy, the calculation gives -8.32 eV. For the largest force on an atom, the calculation gives 0.079 hartree/bohr. The calculation puts the energy above the lowest of the compared OMol25 structures with the same formula, charge and spin at 97.1 kcal per mole. As for the orbital gap: 8.787 eV.